(1)
C31H60BrF2N6O11S | wB97M-V/def2-TZVPD

Calculated values
**Total charge**: +1
**Energy**: -5544.67606 hartree

Geometry (Å):
C -3.783 1.318 2.549
C -2.918 1.505 1.220
O -3.420 2.019 0.185
O -1.549 1.053 1.122
C -1.648 -0.422 1.204
C -0.529 -1.134 0.320
C -0.972 -0.870 -1.237
N 0.178 -1.069 -2.200
C 0.894 0.216 -2.383
C -0.016 1.096 -3.422
O -0.450 0.573 -4.492
Br -0.533 2.968 -3.074
C 0.971 -2.144 -1.615
N 2.309 -2.281 -1.746
C 3.113 -3.363 -1.095
C 4.488 -2.499 -0.491
C 5.146 -3.157 0.916
O 5.805 -3.248 -0.546
N 0.297 -3.160 -0.818
N -0.223 -4.240 -1.450
C 0.548 -5.496 -1.334
O 1.443 -5.879 -2.139
F 0.253 -6.360 -0.241
C -0.786 -4.037 -2.791
O -2.003 -3.738 -2.947
F -0.039 -4.199 -4.016
C -0.328 -2.701 0.458
C -1.642 -3.583 0.736
N -2.343 -3.333 2.031
N 0.679 -3.144 1.522
C 0.833 -2.271 2.461
S 1.007 -1.275 3.777
H -4.900 1.251 2.259
H -3.626 2.182 3.300
H -3.554 0.309 3.076
H -1.422 -0.659 2.319
H -2.738 -0.725 0.949
H 0.430 -0.487 0.451
H -1.435 0.175 -1.266
H -1.835 -1.611 -1.446
H 0.940 0.825 -1.414
H 1.921 0.164 -2.880
H 2.855 -1.613 -2.324
H 2.694 -3.753 -0.111
H 3.522 -4.153 -1.808
H 4.481 -1.283 -0.596
H 5.128 -4.310 0.987
H 5.911 -2.545 1.506
H -1.443 -4.728 0.753
H -2.397 -3.294 -0.102
H -2.617 -4.219 2.472
H -1.836 -2.710 2.668
C -6.413 0.373 -1.928
C -6.768 -0.407 -0.673
C -8.269 -0.409 -0.428
O -6.105 0.173 0.450
H -6.721 1.419 -1.838
H -5.330 0.375 -2.086
H -6.893 -0.058 -2.810
H -6.410 -1.437 -0.766
H -8.642 0.611 -0.286
H -8.509 -0.963 0.484
H -8.805 -0.863 -1.265
H -6.415 1.085 0.540
C -0.298 -4.642 -7.005
C -0.595 -4.871 -8.479
C -1.892 -5.641 -8.669
O 0.479 -5.597 -9.072
H -0.183 -5.595 -6.477
H 0.643 -4.098 -6.883
H -1.097 -4.071 -6.525
H -0.661 -3.908 -8.994
H -1.833 -6.628 -8.199
H -2.087 -5.808 -9.732
H -2.740 -5.100 -8.238
H 0.545 -6.451 -8.622
C 3.012 2.574 1.409
C 3.948 1.447 1.816
C 5.145 1.975 2.591
O 4.404 0.763 0.647
H 3.522 3.291 0.758
H 2.161 2.182 0.843
H 2.632 3.107 2.284
H 3.405 0.721 2.428
H 5.730 2.670 1.982
H 5.815 1.157 2.867
H 4.829 2.490 3.501
H 4.886 1.399 0.100
C 5.880 5.688 4.420
C 6.817 4.561 4.826
C 8.013 5.089 5.603
O 7.273 3.880 3.659
H 6.391 6.406 3.770
H 5.031 5.296 3.853
H 5.499 6.220 5.296
H 6.274 3.834 5.437
H 8.598 5.786 4.994
H 8.683 4.270 5.878
H 7.696 5.603 6.514
H 7.755 4.515 3.112
C -3.198 5.960 2.065
C -3.952 5.527 3.312
C -4.115 6.681 4.289
O -3.245 4.463 3.949
H -2.191 6.308 2.318
H -3.078 5.118 1.377
H -3.724 6.765 1.544
H -4.937 5.142 3.031
H -3.140 7.054 4.619
H -4.649 6.353 5.185
H -4.669 7.507 3.835
H -2.373 4.794 4.201

Atomic partial charges in e from the Löwdin method, atoms 1 to 8:
1 C 0.0199
2 C -0.3923
3 O 0.0587
4 O -0.0821
5 C -0.1560
6 C -0.1469
7 C -0.0624
8 N 0.0049

(2)
C57H42Br4CdN4O4P2S | wB97M-V/def2-TZVPD

Calculated values
**Total charge**: -2
**Energy**: -14261.86248 hartree
**ΔE to the lowest compared entry with this formula, charge and spin**: 7.4 kcal per mole

Geometry (Å):
Cd -1.580 0.960 0.750
O -2.155 3.138 0.108
N -1.304 4.029 -0.061
N -0.031 3.574 -0.227
O 0.277 2.374 0.011
C 0.807 4.587 -0.677
C 0.310 5.904 -0.787
C 1.145 6.883 -1.226
C 2.427 6.580 -1.686
C 2.821 5.251 -1.706
C 2.063 4.239 -1.174
H -0.668 6.132 -0.358
H 0.809 7.939 -1.302
H 3.076 7.367 -2.094
H 3.804 4.976 -2.117
H 2.374 3.196 -1.185
Br -5.139 3.270 6.627
C -3.790 2.908 5.330
C -2.522 3.576 5.448
Br -2.250 4.833 6.852
C -1.516 3.346 4.540
Br 0.074 4.413 4.498
C -1.705 2.392 3.484
O -0.816 2.122 2.614
C -3.058 1.840 3.257
O -3.284 1.217 2.179
C -4.047 2.068 4.269
Br -5.718 1.184 4.107
C 2.089 -1.804 -0.924
N 2.107 -2.756 0.141
C 2.118 -2.157 1.474
P 0.985 -0.655 1.929
C 2.133 0.643 2.293
C 3.206 0.894 1.469
C 4.318 1.571 1.949
C 4.268 2.183 3.168
C 3.040 2.217 3.883
C 1.984 1.441 3.431
C 0.631 -1.212 3.609
C -0.701 -1.181 4.067
C -0.983 -1.717 5.330
C 0.036 -2.310 6.072
C 1.360 -2.279 5.611
C 1.657 -1.620 4.434
C 2.743 -4.020 -0.045
C 2.706 -4.709 -1.283
C 3.263 -5.968 -1.399
C 3.964 -6.547 -0.351
C 4.081 -5.872 0.837
C 3.493 -4.632 0.995
P 0.380 -1.240 -1.618
C -0.449 -2.604 -2.407
C -1.129 -2.385 -3.631
C -1.627 -3.445 -4.366
C -1.652 -4.700 -3.791
C -1.100 -4.950 -2.520
C -0.485 -3.893 -1.864
C 1.025 -0.342 -3.051
C 0.848 1.035 -3.214
C 1.379 1.674 -4.319
C 2.203 1.003 -5.181
C 2.327 -0.419 -5.102
C 1.732 -1.075 -4.021
H 2.735 -2.146 -1.747
H 2.509 -0.824 -0.577
H 3.205 -1.902 1.715
H 1.751 -2.868 2.214
H 3.164 0.574 0.444
H 5.242 1.503 1.352
H 5.139 2.636 3.555
H 2.890 2.850 4.776
H 1.049 1.437 3.969
H -1.462 -0.752 3.443
H -2.021 -1.659 5.721
H -0.192 -2.816 7.006
H 2.176 -2.730 6.146
H 2.687 -1.329 4.189
H 2.236 -4.220 -2.126
H 3.158 -6.470 -2.409
H 4.433 -7.526 -0.493
H 4.646 -6.232 1.690
H 3.611 -4.061 1.910
H -1.242 -1.356 -4.040
H -1.929 -3.260 -5.408
H -2.008 -5.568 -4.353
H -1.184 -5.934 -2.077
H -0.037 -3.997 -0.914
H 0.375 1.577 -2.376
H 1.183 2.732 -4.499
H 2.756 1.542 -5.911
H 2.885 -1.017 -5.831
H 1.788 -2.180 -3.918
S -4.709 -0.307 -2.984
C -4.151 1.161 -3.732
C -4.528 1.743 -4.931
C -4.002 2.974 -5.287
C -3.072 3.601 -4.463
C -2.575 3.001 -3.322
C -3.079 1.724 -2.934
N -2.750 0.975 -1.777
C -3.506 -0.071 -1.688
C -3.426 -0.977 -0.521
C -4.529 -1.749 -0.158
C -4.464 -2.623 0.923
C -3.241 -2.870 1.499
C -2.162 -2.024 1.213
C -2.282 -1.048 0.253
H -5.358 1.202 -5.445
H -4.368 3.518 -6.200
H -2.879 4.665 -4.660
H -1.773 3.499 -2.746
H -5.496 -1.703 -0.673
H -5.340 -3.216 1.217
H -2.999 -3.651 2.221
H -1.208 -2.292 1.668

Atomic partial charges in e from the Löwdin method, atoms 1 to 8:
1 Cd 1.3883
2 O -0.1863
3 N -0.0346
4 N -0.2787
5 O -0.2051
6 C -0.1783
7 C -0.0407
8 C -0.1256

(3)
ClN3O13Tl3 | wB97M-V/def2-TZVPD

Calculated values
**Total charge**: +5
**Energy**: -2116.29050 hartree
**ΔE to the lowest compared entry with this formula, charge and spin**: 145.8 kcal per mole

Geometry (Å):
Tl -1.846 -0.856 -4.398
Tl -1.460 -4.645 0.953
Tl 1.987 1.515 1.241
N -1.947 1.113 2.351
O -2.187 0.318 3.162
O -2.557 2.197 2.241
O -1.002 0.933 1.625
N 3.554 -2.167 1.387
O 3.640 -0.964 1.705
O 4.191 -3.042 1.982
O 2.791 -2.285 0.453
N -0.078 -1.348 -0.883
O 0.593 -0.419 -0.340
O -0.609 -1.061 -1.865
O -0.317 -2.451 -0.326
Cl -0.983 2.551 -1.876
O -1.042 3.714 -2.728
O -1.699 1.505 -2.405
O 0.438 2.407 -1.584
O -1.470 2.985 -0.695

Atomic partial charges in e from the Löwdin method, atoms 1 to 8:
1 Tl 1.2325
2 Tl 1.1635
3 Tl 1.2723
4 N -0.5114
5 O 0.4950
6 O 0.4907
7 O 0.2060
8 N -0.4314

(4)
C28H39BeBr5Cl7F7MgN5O3P2 | wB97M-V/def2-TZVPD

Calculated values
**Total charge**: +1
**Energy**: -19277.24361 hartree

Geometry (Å):
C -4.057 -3.802 -0.266
C -3.247 -3.178 -1.431
O -2.733 -1.934 -0.951
C -2.455 -1.029 -2.007
C -1.463 0.064 -1.464
C -0.848 -0.433 -0.151
C 0.269 -1.378 -0.293
P 0.916 -1.902 -1.933
N 1.968 -0.830 -2.427
C 0.868 -1.887 0.834
C 1.999 -2.871 0.693
Cl 3.558 -2.249 0.152
C 1.849 -4.178 0.949
C 0.545 -4.774 1.438
Cl 3.170 -5.279 0.724
C 0.467 -1.495 2.168
N 1.120 -2.051 3.206
C 0.633 -1.582 4.359
Br 1.438 -2.286 6.086
C -0.404 -0.596 4.496
C -0.827 -0.094 5.871
Br -2.502 -0.609 6.720
C -0.019 0.759 6.534
C 1.306 1.250 5.960
Br -0.455 1.467 8.244
N -1.022 -0.076 3.428
C -0.602 -0.540 2.257
C -1.261 -0.028 1.083
C -2.383 0.983 1.205
Br -1.538 2.727 1.678
C -3.496 0.597 2.220
C -3.766 -0.929 2.331
H -3.458 -3.668 0.652
H -4.256 -4.870 -0.414
H -4.962 -3.192 -0.136
H -3.895 -2.981 -2.304
H -2.451 -3.905 -1.685
H -1.978 -1.622 -2.809
H -3.359 -0.572 -2.448
H -1.905 1.064 -1.388
H -0.606 0.157 -2.160
H -0.141 -2.081 -2.863
H 1.579 -3.147 -1.838
H 2.050 -0.068 -1.759
H 0.401 -5.748 0.944
H 0.612 -4.975 2.522
H -0.333 -4.142 1.239
H 1.271 1.349 4.866
H 2.144 0.630 6.314
H 1.428 2.273 6.352
H -2.878 1.183 0.251
H -4.428 1.059 1.869
H -3.336 1.024 3.215
H -4.819 -1.069 2.630
H -3.648 -1.411 1.349
H -3.143 -1.369 3.126
Be -0.959 -2.150 5.771
Cl -5.205 1.996 3.869
Br 2.361 -2.201 8.593
F 3.167 -7.348 -0.659
O 4.516 -5.863 -2.852
H 4.499 -6.824 -2.792
H 3.854 -5.590 -2.208
C -3.108 4.476 10.228
Cl -4.652 4.340 11.074
Cl -2.586 6.164 10.219
Cl -1.892 3.488 11.057
Cl -3.298 3.909 8.560
C 1.803 2.466 -3.808
C 0.386 2.786 -3.358
N 0.107 4.228 -3.433
C 0.188 5.115 -2.386
C -0.144 6.335 -2.876
N -0.420 6.165 -4.213
C -0.263 4.880 -4.528
C -0.822 7.215 -5.149
H 2.534 3.002 -3.200
H 1.999 1.396 -3.720
H 1.958 2.758 -4.848
H 0.236 2.463 -2.328
H -0.342 2.264 -3.979
H 0.476 4.766 -1.410
H -0.217 7.312 -2.434
H -0.408 4.446 -5.503
H -1.798 6.974 -5.564
H -0.087 7.283 -5.949
H -0.877 8.167 -4.629
F 4.158 0.644 -5.650
P 3.663 -0.838 -6.110
F 2.920 -2.205 -5.644
F 2.259 -0.076 -5.771
F 4.681 -1.424 -4.989
F 4.966 -0.836 -7.153
F 2.987 -1.149 -7.622
Mg 3.999 -1.713 -9.437
O 7.532 -0.467 -4.142
H 6.931 -0.996 -4.679
H 7.980 -1.111 -3.586

Atomic partial charges in e from the Löwdin method, atoms 1 to 8:
1 C -0.0628
2 C -0.2473
3 O -0.1933
4 C -0.1955
5 C -0.1055
6 C -0.1345
7 C -0.1703
8 P 0.8081